{
  "formula": "C5H8N2",
  "method": "wB97M-V/def2-TZVPD",
  "species": ["C", "C", "C", "N", "C", "C", "N", "H", "H", "H", "H", "H", "H", "H", "H"],
  "coordinates": [[1.66, -0.50, -0.46], [0.64, 0.22, 0.40], [-0.41, 1.17, -0.16], [-1.23, 0.83, 0.89], [-0.62, -0.44, 1.05], [-1.24, -1.42, -0.19], [-1.26, -0.75, -1.22], [1.18, -1.04, -1.28], [2.37, 0.22, -0.88], [2.23, -1.22, 0.14], [1.15, 0.74, 1.23], [-1.30, -0.08, -1.96], [-0.33, 2.16, -0.59], [-2.21, 1.04, 0.99], [-0.64, -0.93, 2.02]],
  "multiplicity": 1,
  "e_above_lowest_ev": 5.3485,
  "total_energy_ev": -8289.648,
  "fmax_ev_per_a": 0.77,
  "homo_lumo_gap_ev": [7.8, 7.8],
  "homo_ev": [-6.797, -6.796]
}